(1)
C22H27F16N2O4 | ωB97M-V/def2-TZVPD

```
71
Properties=species:S:1:pos:R:3:forces:R:3:mulliken_charge:R:1
C 7.349 0.306 5.089 0.4 0.2 0.0 -0.799
C 8.162 1.623 4.658 -0.5 0.4 0.2 -0.669
C 7.182 2.876 4.303 2.0 -0.3 -0.8 0.041
N 6.199 3.174 5.382 -0.4 -0.2 -1.1 -0.322
C 4.788 3.128 4.927 -1.6 -0.1 1.2 -0.201
C 3.850 3.427 6.201 0.9 1.1 0.2 -0.654
C 2.356 3.886 5.849 -0.6 -1.0 0.4 -0.846
C 1.798 3.400 4.431 -0.8 1.1 0.7 -0.588
N 1.297 1.974 4.431 -0.5 0.3 -1.5 0.265
C 1.399 0.951 5.434 -2.9 -2.1 -4.3 -0.115
C 0.625 -0.257 4.806 0.8 4.0 -0.9 -0.622
C 0.094 0.215 3.412 2.1 2.7 2.1 -0.233
C 0.560 1.672 3.202 -0.3 -5.1 3.5 -0.509
C 6.552 2.642 2.850 -1.8 1.6 -5.2 0.361
O 6.152 1.493 2.421 1.3 2.1 2.5 -0.671
O 6.437 3.720 1.985 1.0 -3.4 4.4 -0.813
H 7.902 -0.623 4.682 -1.0 1.4 0.9 0.273
H 6.285 0.310 4.681 1.5 0.1 0.3 0.170
H 7.291 0.286 6.235 0.1 -0.3 -1.5 0.260
H 8.841 1.974 5.522 -0.9 -0.6 -1.1 0.307
H 8.857 1.412 3.770 -1.2 0.4 1.2 0.395
H 7.901 3.778 4.201 -1.3 -1.3 0.0 0.106
H 6.373 2.599 6.216 -0.4 0.1 -0.7 0.291
H 4.548 3.960 4.161 0.9 -1.5 1.0 0.192
H 4.458 2.092 4.527 0.6 1.7 0.2 0.258
H 3.907 2.552 6.955 -0.4 1.2 -1.3 0.202
H 4.346 4.318 6.751 -0.7 -1.4 -0.8 0.317
H 2.171 5.019 5.956 0.7 -1.7 -0.4 0.345
H 1.669 3.404 6.648 0.9 0.9 -1.3 0.294
H 2.494 3.606 3.544 -0.7 -0.6 1.5 0.419
H 0.852 4.037 4.223 1.5 -1.0 0.4 0.433
H 1.912 1.052 6.438 -0.7 0.1 -1.8 0.238
H 0.472 -1.260 5.331 0.2 1.7 -1.0 0.298
H -0.534 -0.363 2.665 1.0 0.8 1.3 0.272
H 0.385 2.382 2.323 0.6 -1.1 1.8 0.304
C -1.173 -3.006 -1.395 0.5 -0.6 -0.2 -0.802
C -1.429 -2.141 -0.141 0.8 0.5 -0.5 1.008
C -2.901 -1.912 0.223 -0.4 0.2 0.9 0.057
F -3.596 -1.301 -0.752 0.0 0.0 -0.1 -0.206
F -2.998 -1.111 1.316 0.3 -0.2 0.0 -0.261
F -0.763 -0.969 -0.277 -0.4 -0.1 0.1 -0.263
F -0.836 -2.782 0.909 -0.6 -0.2 -0.1 -0.332
O -0.933 -2.325 -2.637 -1.4 0.8 0.1 -0.399
C -2.057 -1.886 -3.369 1.0 -1.6 0.8 0.824
C -2.165 -0.356 -3.441 0.1 0.8 0.1 0.213
F -2.178 0.207 -2.217 0.1 -0.3 -0.2 -0.199
F -3.319 0.013 -4.053 0.0 -0.4 -0.1 -0.242
F -3.166 -2.474 -2.879 -0.2 0.4 -0.4 -0.289
F -1.901 -2.377 -4.623 0.0 0.5 0.0 -0.334
H -0.237 -3.538 -1.204 0.0 0.3 0.0 0.409
H -1.920 -3.798 -1.508 -0.1 0.3 0.1 0.322
H -3.395 -2.856 0.463 0.1 -0.1 -0.1 0.278
H -1.326 0.069 -3.996 0.0 -0.2 -0.1 0.232
C -4.916 -2.412 -6.505 0.5 -0.4 0.5 -0.572
C -4.954 -1.115 -7.343 0.4 -0.8 -0.4 0.901
C -6.246 -0.294 -7.261 -0.1 0.9 0.0 0.082
F -7.332 -0.973 -7.667 0.0 -0.1 0.0 -0.223
F -6.156 0.798 -8.067 0.3 -0.1 0.1 -0.280
F -4.640 -1.414 -8.627 -0.3 0.2 0.1 -0.291
F -3.939 -0.323 -6.888 -0.4 0.1 0.2 -0.295
O -5.230 -3.645 -7.172 -1.3 0.5 -0.5 -0.423
C -6.595 -3.978 -7.324 1.3 0.3 1.4 0.739
C -7.056 -3.965 -8.789 -0.2 0.0 -0.7 0.211
F -6.811 -2.780 -9.385 0.1 -0.2 0.2 -0.208
F -8.393 -4.176 -8.872 0.1 -0.1 0.4 -0.259
F -7.337 -3.185 -6.528 -0.4 -0.3 -0.4 -0.280
F -6.730 -5.231 -6.830 -0.1 0.0 -0.5 -0.296
H -3.874 -2.539 -6.201 -0.1 0.1 -0.3 0.265
H -5.466 -2.311 -5.565 -0.2 0.1 -0.3 0.402
H -6.418 0.060 -6.242 0.1 -0.1 0.1 0.282
H -6.545 -4.741 -9.364 0.1 -0.1 0.2 0.228
```
Forces are in eV/Å.

Properties
Frontier orbital gap in eV: 5.42
Charge: -1
LUMO in eV: 1.61
Total energy in eV: -77897.910
ΔE to the lowest compared entry with this formula, charge and spin in kcal/mol: 112.7

(2)
C22H27F3O2S2 | ωB97M-V/def2-TZVPD

```
56
Properties=species:S:1:pos:R:3:forces:R:3:nbo_charge:R:1
C -14.956 9.469 14.168 -0.4 0.9 0.4 -0.814
S -13.310 9.926 14.957 -0.2 -2.9 -2.4 1.227
O -12.709 8.595 15.349 -0.5 0.9 0.8 -0.989
C -12.431 10.106 13.355 0.3 1.3 0.7 -0.803
H -14.931 8.698 13.397 0.6 -0.1 0.3 0.227
H -15.441 10.332 13.712 0.4 0.4 -0.1 0.221
H -15.680 9.203 14.939 0.4 -0.3 0.3 0.233
H -12.414 9.218 12.723 -0.6 0.0 0.3 0.250
H -11.404 10.263 13.684 0.1 0.1 0.0 0.235
H -12.764 11.018 12.859 0.0 -0.1 -0.3 0.216
C -12.414 2.984 13.923 0.5 1.0 0.3 -0.813
S -10.714 2.720 14.710 0.1 0.9 -0.6 1.169
O -9.745 3.791 14.182 -1.8 -1.3 0.9 -0.962
C -11.191 3.096 16.462 -0.2 0.5 -0.9 -0.804
H -12.355 2.872 12.840 0.3 -0.3 0.1 0.244
H -12.710 4.022 14.070 0.2 0.2 0.2 0.234
H -13.233 2.381 14.318 0.5 -0.4 0.2 0.229
H -11.312 4.170 16.607 0.3 0.1 -0.2 0.242
H -10.425 2.703 17.131 -0.2 -0.1 -0.1 0.238
H -12.188 2.687 16.622 0.2 -0.5 0.1 0.228
F -8.773 -0.818 8.476 1.0 -1.1 0.2 -0.320
C -9.501 0.240 8.783 -0.6 0.5 0.6 0.397
C -9.649 0.647 10.134 0.3 -0.6 -0.9 -0.296
C -10.415 1.742 10.400 -0.6 1.2 0.2 -0.183
C -11.106 2.423 9.402 0.6 -0.3 -1.1 -0.257
C -10.982 1.961 8.101 1.4 -0.4 -0.6 -0.164
C -10.101 0.878 7.731 -2.2 2.0 1.2 -0.300
H -9.165 0.164 10.970 0.3 -0.3 -0.3 0.232
H -10.445 2.190 11.382 0.1 -0.3 0.4 0.212
H -11.555 3.396 9.531 -0.3 -0.5 0.4 0.230
H -11.396 2.566 7.308 -0.3 -0.1 -0.1 0.207
H -10.028 0.630 6.682 0.3 -0.4 0.2 0.232
F -14.113 3.650 10.369 -0.6 -0.5 -0.9 -0.339
C -15.205 3.332 9.592 -0.2 0.6 0.2 0.409
C -15.402 3.951 8.351 1.2 -0.2 1.4 -0.288
C -16.595 3.747 7.715 -0.5 0.0 -0.4 -0.204
C -17.539 2.921 8.262 -1.1 -1.5 1.7 -0.221
C -17.331 2.224 9.497 1.2 0.7 -1.3 -0.189
C -16.134 2.457 10.164 0.8 0.2 -0.8 -0.285
H -14.637 4.556 7.886 0.1 0.1 0.2 0.232
H -16.789 4.253 6.781 0.0 -0.1 -0.1 0.221
H -18.492 2.743 7.787 0.0 0.1 -0.3 0.214
H -17.967 1.428 9.856 -0.4 0.3 -0.1 0.222
H -15.749 1.898 11.004 -0.5 0.0 0.4 0.230
F -11.718 5.400 8.627 0.4 -0.1 -0.2 -0.347
C -11.895 5.781 9.913 -1.1 -0.3 -0.5 0.454
C -13.132 6.349 10.188 -0.1 0.1 0.5 -0.302
C -13.421 6.727 11.486 0.9 0.5 0.2 -0.188
C -12.457 6.532 12.494 -1.0 0.9 -0.3 -0.269
C -11.275 5.945 12.173 0.9 -1.2 0.0 -0.185
C -10.987 5.484 10.884 0.4 0.5 0.8 -0.324
H -13.898 6.418 9.430 0.2 0.2 -0.2 0.223
H -14.296 7.331 11.679 -0.4 -0.4 0.1 0.202
H -12.590 6.931 13.489 -0.2 -0.1 0.2 0.245
H -10.560 5.694 12.943 0.1 0.2 0.1 0.249
H -10.055 4.954 10.756 0.0 0.0 -0.5 0.243
```
Forces are in eV/Å.

Properties
Frontier orbital gap in eV: 9.54
Charge: 0
LUMO in eV: 0.62
Total energy in eV: -57166.636
ΔE to the lowest compared entry with this formula, charge and spin in kcal/mol: 30.4

(3)
C22H27N2O2 | ωB97M-V/def2-TZVPD

```
53
Properties=species:S:1:pos:R:3:forces:R:3:nbo_charge:R:1
C -1.396 -2.001 -0.119 0.5 1.3 0.4 -0.262
C -1.395 -3.513 -0.146 0.7 -0.9 0.6 -0.260
N -0.361 -4.044 0.780 0.0 0.4 0.0 -0.385
C 0.966 -3.524 0.346 -0.9 -1.0 0.2 -0.261
C 0.983 -2.012 0.378 -0.6 1.3 0.1 -0.259
N -0.349 -1.481 0.824 0.1 -1.5 -0.5 -0.348
C -0.653 -2.056 2.204 0.1 1.8 -0.8 -0.263
C -0.662 -3.565 2.156 0.2 -1.1 -1.0 -0.259
H -1.169 -1.578 -1.103 -0.1 0.1 0.1 0.210
H -2.354 -1.604 0.222 0.0 0.0 -0.1 0.215
H -2.362 -3.906 0.165 0.0 -0.1 -0.1 0.214
H -1.161 -3.872 -1.147 -0.1 -0.2 0.0 0.214
H 1.732 -3.941 0.999 0.0 -0.1 0.0 0.215
H 1.129 -3.880 -0.673 0.1 -0.1 0.1 0.213
H 1.743 -1.621 1.061 -0.1 0.1 -0.1 0.213
H 1.159 -1.596 -0.621 0.1 0.0 0.2 0.212
H 0.111 -1.682 2.890 -0.1 0.1 0.0 0.212
H -1.634 -1.665 2.496 0.2 0.1 0.1 0.208
H -1.647 -3.951 2.430 0.2 -0.1 0.0 0.216
H 0.084 -3.982 2.835 -0.1 -0.1 0.0 0.217
C -4.586 1.720 -3.900 -0.4 0.0 0.4 -0.264
O -4.775 1.433 -2.488 1.0 0.4 0.3 -0.466
C -3.696 1.556 -1.670 -0.1 -0.7 -0.6 0.398
C -3.821 1.040 -0.351 -0.1 0.4 -0.5 -0.280
C -2.704 0.894 0.426 0.9 0.0 -0.2 -0.126
C -1.390 1.200 -0.080 -1.2 0.1 -0.5 -0.127
C -0.241 0.743 0.631 -0.3 1.1 1.6 0.111
C 1.091 1.202 0.339 1.0 -0.4 -0.7 -0.197
C 1.966 1.550 1.404 0.4 0.0 -0.4 -0.123
C 3.271 1.933 1.133 -0.3 -0.1 -0.8 -0.098
C 3.746 1.963 -0.201 0.0 -0.4 0.4 0.447
O 5.063 2.266 -0.315 -0.9 0.0 0.8 -0.470
C 5.580 2.477 1.059 0.6 0.1 -0.5 -0.068
C 4.416 2.294 2.032 -0.1 0.1 0.5 -0.465
C 2.912 1.625 -1.276 0.3 0.4 0.3 -0.302
C 1.605 1.273 -0.998 -0.4 -0.2 0.5 -0.137
C -1.341 1.945 -1.298 0.0 -0.5 0.3 -0.130
C -2.457 2.078 -2.105 -0.3 0.1 0.1 -0.316
H -5.545 1.446 -4.351 0.3 0.1 0.0 0.222
H -4.384 2.786 -4.058 -0.1 -0.2 0.0 0.192
H -3.778 1.118 -4.331 -0.2 0.0 0.2 0.190
H -4.803 0.745 0.005 0.1 0.1 -0.1 0.248
H -2.789 0.536 1.456 0.0 -0.1 -0.4 0.222
H -0.418 0.447 1.667 0.1 0.9 -0.2 0.225
H 1.610 1.557 2.433 0.0 -0.2 -0.1 0.224
H 6.384 1.746 1.227 -0.3 0.2 -0.2 0.204
H 6.012 3.488 1.097 -0.2 -0.4 -0.1 0.206
H 4.234 3.216 2.595 -0.1 -0.2 -0.1 0.238
H 4.623 1.498 2.754 0.0 0.1 -0.1 0.235
H 3.296 1.676 -2.289 -0.1 -0.1 0.1 0.244
H 0.940 1.030 -1.832 0.4 -0.2 0.4 0.224
H -0.413 2.423 -1.609 -0.3 -0.2 0.0 0.233
H -2.373 2.569 -3.080 0.0 -0.1 0.5 0.241
```
Forces are in eV/Å.

Properties
Frontier orbital gap in eV: 7.01
Charge: +1
LUMO in eV: -4.18
Total energy in eV: -30319.155
ΔE to the lowest compared entry with this formula, charge and spin in kcal/mol: 27.5

(4)
C22H27N3O2 | ωB97M-V/def2-TZVPD

```
54
Properties=species:S:1:pos:R:3:forces:R:3:nbo_charge:R:1
C 6.280 -4.466 4.893 -0.6 -1.1 -4.8 -0.693
C 4.961 -3.672 4.749 1.6 -0.3 5.6 0.790
O 4.420 -3.130 5.710 0.7 -0.6 -1.6 -0.594
O 4.479 -3.787 3.570 3.6 -2.4 -1.7 -0.466
C 3.459 -3.149 3.142 -1.1 7.3 4.4 0.280
C 2.524 -3.696 2.501 -2.0 -5.6 -4.1 -0.269
C 1.425 -2.959 2.192 -2.2 -16.1 -8.0 -0.044
C 0.978 -1.909 2.479 -1.2 13.5 4.8 -0.169
C -0.098 -1.132 1.934 -3.6 4.0 5.4 0.248
C -0.910 -0.036 2.905 6.3 -1.0 1.7 -0.693
N -0.723 -1.467 0.973 1.4 -4.4 -5.2 -0.219
N -1.678 -1.224 0.141 -2.7 5.6 12.8 -0.257
C -1.550 -1.499 -1.044 2.1 -6.6 -13.8 -0.169
C -1.332 -0.313 -2.056 -2.4 -8.5 -4.3 -0.214
N -0.887 0.650 -1.433 7.9 12.9 7.3 -0.444
C -0.088 1.693 -2.210 -0.6 3.2 6.3 -0.214
C -0.751 2.587 -3.116 -5.1 -1.5 -2.5 -0.066
C -1.556 3.674 -2.564 7.3 -2.2 5.7 -0.177
C -2.188 4.545 -3.250 -4.7 0.8 -7.0 -0.237
C -2.631 4.139 -4.611 3.0 -4.9 1.6 0.048
C -3.489 4.876 -5.479 -1.7 -4.2 6.0 -0.661
C -2.243 2.769 -5.076 2.4 2.4 2.1 -0.230
C -1.247 1.979 -4.370 -4.0 12.5 5.2 -0.140
C -1.666 1.314 -0.266 -0.7 -3.7 -2.8 -0.258
C -2.396 0.033 0.282 -0.6 3.3 5.3 -0.276
C 1.909 -1.290 3.367 -0.6 2.0 0.2 -0.168
C 3.082 -1.791 3.724 1.4 -3.3 -1.0 -0.255
H 6.567 -4.776 5.866 0.0 0.1 0.8 0.236
H 6.017 -5.496 4.184 1.2 2.9 2.1 0.224
H 7.118 -3.855 4.343 -1.5 -1.4 1.1 0.240
H 2.589 -4.772 2.088 0.0 1.9 0.9 0.219
H 0.582 -3.616 1.553 2.3 1.4 1.0 0.170
H -0.747 1.007 2.611 0.1 -0.2 0.4 0.206
H -1.883 -0.221 3.051 -3.6 -1.0 -0.3 0.199
H -0.506 -0.294 3.970 -0.3 1.2 -1.6 0.210
H -2.412 -1.985 -1.477 -1.0 -0.5 -0.1 0.166
H -0.768 -2.394 -1.165 -1.1 2.3 0.1 0.224
H -0.659 -0.692 -2.865 -0.2 0.3 0.5 0.200
H -2.211 0.000 -2.547 -2.5 -0.7 -1.4 0.121
H 0.545 2.491 -1.434 -2.0 -2.3 -1.2 0.168
H 0.703 1.202 -2.493 4.1 -2.8 -2.7 0.201
H -1.153 4.067 -1.421 -1.3 -1.4 -3.1 0.198
H -2.658 5.420 -2.945 -0.3 1.5 1.1 0.214
H -3.205 5.280 -6.239 4.3 4.3 -8.9 0.210
H -4.026 5.559 -5.035 -1.8 4.8 3.4 0.220
H -4.378 4.444 -5.712 -2.2 -3.0 -1.3 0.230
H -2.307 2.501 -6.108 -1.1 -0.1 -0.6 0.204
H -0.955 1.168 -4.675 3.3 -8.5 -3.3 0.168
H -1.034 1.874 0.521 -1.1 -0.7 -1.9 0.236
H -2.490 1.727 -0.910 0.6 1.4 1.5 0.209
H -3.401 -0.014 0.008 -1.4 -0.6 -1.8 0.213
H -2.743 0.387 1.425 1.5 -1.6 -2.6 0.218
H 1.708 -0.338 3.767 -0.5 1.1 0.6 0.204
H 3.622 -1.409 4.552 0.6 0.6 0.1 0.241
```
Forces are in eV/Å.

Properties
Frontier orbital gap in eV: 8.14
Charge: 0
LUMO in eV: 0.64
Structure (SMILES): CC(=O)Oc1ccc(/C(C)=N/N2CCN(Cc3ccc(C)cc3)CC2)cc1
Total energy in eV: -31800.014
ΔE to the lowest compared entry with this formula, charge and spin in kcal/mol: 454.7

Values of strongest force on any atom, in order: 6.210; 3.752; 1.974; 18.100, all in eV/Å.
Values of HOMO energy, in order: -3.82; -8.92; -11.20; -7.50, all in eV.